16
Properties=species:S:1:pos:R:3:forces:R:3 method="wB97M-V/def2-TZVPD" charge=0 multiplicity=1 homo_lumo_gap_ha="0.2717 / 0.2717" homo_energy_ev="-8.36 / -8.36"
C -2.272178 0.838461 0.096433 -0.8 0.7 -0.8
C -1.753269 0.568153 -1.205458 0.7 -0.4 1.7
C -1.596018 0.417738 1.260488 1.1 -0.5 -3.5
C -0.529856 -0.130215 -1.328148 -3.3 2.2 0.9
C -0.361894 -0.266862 1.095522 -1.6 -0.2 2.5
C 0.143544 -0.522756 -0.202247 -1.4 1.2 1.7
C 2.963415 -0.609078 0.095918 -1.8 -1.3 -1.1
O 1.177845 -1.228157 -0.435905 6.4 -1.6 0.8
F 3.670757 -0.923825 -0.968860 -0.6 0.0 0.0
F 3.340329 -1.416088 1.058423 -0.7 0.4 0.0
I 3.045385 1.454821 0.466132 -0.4 -0.2 0.2
H -3.260277 1.407910 0.195295 1.5 -0.9 -0.2
H -2.236111 0.895280 -2.113341 -0.3 0.1 0.1
H -2.092295 0.585624 2.162437 -0.2 0.1 1.6
H -0.212746 -0.346548 -2.291469 1.0 -0.5 -1.4
H -0.026638 -0.724453 2.114777 0.3 0.7 -2.4



20
Properties=species:S:1:pos:R:3:forces:R:3 method="wB97M-V/def2-TZVPD" charge=+1 multiplicity=1 homo_lumo_gap_ha=0.4278 homo_energy_ev=-14.62
C 0.503459 -0.471747 1.573709 2.4 0.7 4.2
N 0.572055 -0.822800 0.190079 -0.9 -0.4 -1.8
C 0.751024 -2.254982 -0.301182 2.2 2.8 -0.2
H -0.082413 0.517939 1.642223 0.8 -1.8 0.3
H 0.192348 -1.325086 2.277016 -0.4 1.3 -1.4
H 1.578354 -0.298830 2.000999 -1.8 0.1 -1.0
H 1.146103 -0.128312 -0.317307 0.0 -0.2 0.1
H -0.399348 -0.621318 -0.029409 -0.3 0.0 -0.8
H 1.756384 -2.495870 0.010207 0.3 -0.5 -0.3
H 0.668511 -2.182760 -1.396509 -0.1 -0.5 0.6
H 0.086488 -2.854324 0.217670 -1.5 -1.2 0.6
H 1.897219 2.572223 -0.643797 -0.8 -1.6 -0.3
H 1.096340 1.903458 -1.792404 0.2 -0.1 0.9
O 1.443305 1.714151 -0.891747 0.6 1.4 -0.6
H -2.082225 3.062592 -0.508671 -3.3 -0.4 0.2
H -1.102453 4.237311 -0.489409 -0.4 -0.1 0.0
O -1.203578 3.282392 -0.557245 3.6 0.6 -0.2
H -2.667815 -1.675419 0.179938 -0.9 -0.9 0.9
H -2.117646 -1.118729 -1.061308 0.0 0.3 -0.2
O -2.036119 -1.039885 -0.102853 0.3 0.6 -1.0



20
Properties=species:S:1:pos:R:3:forces:R:3 method="wB97M-V/def2-TZVPD" charge=0 multiplicity=1 homo_lumo_gap_ha="0.2629 / 0.2628" homo_energy_ev="-6.50 / -6.50"
C -1.243158 -1.472008 0.157841 0.4 0.1 0.3
C 0.743168 -0.052028 0.051422 0.3 0.0 0.2
C -1.601305 1.135671 -0.975764 0.5 -0.2 0.3
C 0.945101 0.438777 1.475881 -0.1 0.0 -0.1
C 2.019037 -0.028687 -0.766874 -0.1 -0.1 0.1
N 0.059186 -1.290589 -0.074157 -0.7 0.3 -0.1
O -1.926025 -0.956737 1.205801 0.3 -0.1 -0.4
H -1.805119 0.000994 1.214953 0.0 0.1 0.0
H 0.377142 -1.859869 -0.848644 -0.1 0.0 0.0
H -1.696635 -2.359335 -0.262110 0.0 0.0 0.0
H -0.263275 0.666131 -0.497036 -0.6 0.0 -0.2
H -2.158609 1.514617 -0.111387 -0.1 0.1 0.0
H -2.271568 0.547461 -1.598974 0.0 0.0 0.0
H -1.248151 1.990084 -1.555328 0.0 0.0 0.0
H 1.835836 -0.340770 -1.798898 0.0 0.0 0.0
H 1.623906 -0.209427 2.040220 0.0 0.0 0.0
H 0.015219 0.508464 2.040477 0.0 0.0 0.0
H 1.379369 1.439888 1.453605 0.0 0.0 0.0
H 2.406093 0.990775 -0.801748 0.0 0.0 0.0
H 2.809787 -0.663415 -0.349280 0.0 0.0 0.0



17
Properties=species:S:1:pos:R:3:forces:R:3 method="wB97M-V/def2-TZVPD" smiles=C[C@@H]1CCCN1 charge=0 multiplicity=1 homo_lumo_gap_ha=0.3649 homo_energy_ev=-8.74
C -1.546109 0.991812 0.982228 0.1 3.5 0.9
C -0.794684 0.005850 0.113675 -1.4 -2.4 0.8
C 0.413370 -0.513639 0.886258 -1.0 0.8 1.5
C 1.408076 -0.832884 -0.111856 3.8 -1.1 -2.9
C 0.968207 -0.155958 -1.523431 -0.6 -0.3 0.6
N -0.235435 0.607978 -1.061190 0.4 -0.4 -0.9
H -0.927669 1.897964 1.528874 -0.5 -2.6 -1.4
H -2.092901 0.556300 1.805462 -0.2 -0.5 0.1
H -2.230026 1.675378 0.446016 -0.1 -0.8 -0.2
H -1.455210 -0.977339 -0.147313 0.9 2.2 0.5
H 0.625072 0.218866 1.664886 0.9 0.8 -0.6
H 0.367252 -1.342593 1.555599 -1.3 -1.2 0.1
H 2.425845 -0.540616 0.213807 -0.4 0.5 -0.4
H 1.627913 -1.954006 -0.227977 -1.0 1.4 -0.1
H 0.761485 -0.964873 -2.346158 0.2 1.3 1.5
H 1.597564 0.660982 -1.965389 0.2 -1.3 0.5
H -0.912743 0.666779 -1.813483 0.0 0.2 0.2



9
Properties=species:S:1:pos:R:3:forces:R:3 method="wB97M-V/def2-TZVPD" charge=0 multiplicity=1 homo_lumo_gap_ha="0.2784 / 0.2487" homo_energy_ev="-10.56 / -10.90"
C -1.159497 -0.755774 0.370978 2.9 -2.6 -0.7
C -0.583091 1.291781 0.096711 2.7 1.2 -1.7
C 0.160307 -0.103759 -0.214454 1.0 -0.4 -1.1
N -1.608003 0.462110 0.306481 -4.2 2.8 1.2
O -1.507281 -1.872716 0.525748 -0.6 -0.1 0.5
O -0.306887 2.462524 0.057075 -0.9 -2.1 0.3
Br 3.497759 -0.731544 -0.075832 0.0 0.0 0.0
H 1.178873 -0.210374 0.151614 0.0 0.0 1.6
H 0.327820 -0.542247 -1.218324 -1.0 1.1 -0.1



19
Properties=species:S:1:pos:R:3:forces:R:3 method="wB97M-V/def2-TZVPD" charge=0 multiplicity=1 homo_lumo_gap_ha=0.3530 homo_energy_ev=-9.05
C 0.521799 -0.964239 1.181304 -0.4 0.1 0.1
N 1.750520 -0.241627 1.465803 -0.5 -0.6 -0.2
C 2.137312 0.520418 0.536246 0.1 1.1 0.8
N 1.525292 0.868621 -0.640928 0.0 0.3 -0.7
H 0.295032 -1.690964 1.960728 0.1 0.1 0.1
H -0.332438 -0.284185 1.076893 0.0 0.2 0.3
H 0.522123 -1.493770 0.238340 0.3 -0.3 -0.4
H 2.971535 1.181073 0.788654 0.2 -0.3 -0.4
H 0.709719 0.420570 -1.056120 0.2 -0.6 0.2
H 2.123777 1.327094 -1.310121 -0.1 0.0 0.0
O -2.410563 -1.893273 0.173133 -0.1 0.0 -0.2
H -2.945852 -2.694116 0.161798 0.1 0.1 0.1
H -2.158712 -1.725989 1.086155 0.0 -0.1 0.0
O -1.180886 2.134907 -0.307992 0.4 1.0 -0.1
H -1.351360 3.093092 -0.316856 -0.4 -0.5 0.1
H -0.217827 2.135612 -0.445708 0.0 -0.5 0.2
O -0.955384 -0.302661 -1.865173 -0.6 0.2 0.6
H -1.452294 0.454944 -1.504822 0.3 0.2 -0.3
H -1.396643 -1.006240 -1.359151 0.3 -0.2 -0.2



39
Properties=species:S:1:pos:R:3:forces:R:3 method="wB97M-V/def2-TZVPD" charge=-1 multiplicity=4 homo_lumo_gap_ha="0.2534 / 0.3666" homo_energy_ev="-4.48 / -7.56"
V 0.465308 -0.434127 0.306642 -2.1 -0.3 2.6
C -4.292783 -0.316452 1.137734 0.0 0.1 0.1
C -2.806100 -0.433990 1.384775 0.6 -0.1 -0.6
O -2.539679 -0.663861 2.757823 0.0 0.2 0.6
P -2.042634 -1.929163 0.637978 -1.4 -1.1 -0.2
O -2.323698 -2.020119 -0.917991 -0.2 -0.1 0.4
O -2.963353 -3.126816 1.179226 0.0 0.2 -0.4
O -0.636380 -2.122911 1.037299 0.6 0.3 0.1
P -1.828676 1.055406 0.857549 -1.4 1.1 -0.4
O -1.431998 0.621761 -0.698703 0.6 0.2 0.8
O -2.621092 2.296952 0.830003 -0.2 -0.2 0.0
O -0.548512 0.957829 1.625888 0.4 -0.5 0.2
H -4.836642 -1.073789 1.702937 0.1 -0.1 -0.1
H -4.506907 -0.445070 0.077780 -0.1 0.0 -0.1
H -4.624371 0.670603 1.457735 0.0 0.0 -0.1
H -1.672355 -0.254710 2.939442 -0.1 -0.2 0.0
H -1.522515 -2.197734 -1.442350 0.0 0.1 -0.1
H -2.946701 -3.157379 2.137847 0.0 0.0 0.4
H -2.127118 0.841623 -1.326433 0.0 -0.1 -0.1
O 5.500336 1.841819 1.333109 0.1 -0.3 0.2
C 4.851994 2.632508 0.505984 0.0 0.2 -0.1
O 5.327047 3.667560 0.092467 -0.1 0.0 0.0
C 3.493816 2.200703 0.091154 -0.3 -0.3 0.0
C 2.652388 2.876027 -0.772953 0.1 -0.3 0.3
N 1.531654 2.134365 -0.905277 0.3 0.3 0.0
N 1.595356 1.019959 -0.172779 1.8 2.2 -0.6
C 2.777207 1.031593 0.442958 -0.2 0.7 -0.6
C 3.033144 -0.160387 1.287905 0.6 -0.4 0.4
O 4.101624 -0.267597 1.915484 0.0 0.3 -0.2
O 2.087569 -0.995045 1.265936 0.6 -0.3 0.7
H 4.995843 0.993696 1.599139 -0.1 0.2 -0.1
H 2.799489 3.814656 -1.267876 0.0 0.1 -0.1
H 0.706573 2.348066 -1.447779 0.1 -0.2 0.2
B -0.103325 -2.049424 -3.755203 -0.2 -0.1 -0.4
C 0.406650 -1.667186 -2.346416 0.7 0.4 0.9
N 0.738700 -1.311974 -1.286217 0.0 -2.1 -3.9
H -0.997831 -1.276634 -4.012141 -0.2 0.1 0.0
H 0.811952 -1.918984 -4.518580 0.2 0.0 -0.2
H -0.503980 -3.181774 -3.734098 -0.1 -0.3 0.0



48
Properties=species:S:1:pos:R:3:forces:R:3 method="wB97M-V/def2-TZVPD" smiles="COc1ccc(Cl)cc1C1=C(Br)C(=O)N(CC(C)C)/C1=C/c1ccccc1Br" charge=0 multiplicity=1 homo_lumo_gap_ha=0.2738 homo_energy_ev=-8.26
C 2.781409 -1.928615 0.671793 0.5 1.4 0.9
O 1.978194 -0.747847 0.279119 0.0 -1.7 0.8
C 1.774568 0.087015 1.333900 1.2 1.7 1.5
C 2.859281 0.910985 1.779973 -0.2 0.7 0.3
C 2.651364 1.875303 2.799110 1.3 1.9 0.1
C 1.402245 2.117445 3.400723 -1.0 -1.9 -1.1
Cl 1.247952 3.359688 4.633907 -0.1 -0.5 -0.6
C 0.303908 1.326089 2.965504 2.0 -1.2 -0.8
C 0.538432 0.241500 1.973677 0.8 4.5 1.4
C -0.602732 -0.397942 1.416053 0.7 -1.8 0.4
C -0.918733 -1.634173 1.832766 1.1 1.4 1.6
Br -0.083588 -2.378000 3.402836 -1.0 0.1 -1.1
C -1.788865 -2.247537 0.867513 -1.0 -3.7 1.3
O -2.292118 -3.369327 1.050060 0.3 1.8 -1.3
N -1.835569 -1.399406 -0.183913 -1.0 0.3 -1.8
C -2.424189 -1.787990 -1.482845 1.1 -1.5 -0.1
C -1.307472 -2.399484 -2.506820 -2.3 0.6 0.1
C -0.412879 -3.417592 -1.834280 -0.8 0.3 2.2
C -2.120186 -2.787124 -3.791315 1.1 -2.7 0.4
C -1.109951 -0.207236 0.088621 -1.2 2.8 -3.9
C -1.058406 0.915074 -0.839828 0.1 -6.0 2.4
C -0.448942 2.167931 -0.552098 -0.1 1.0 1.5
C 0.610108 2.702901 -1.272276 -0.6 -1.2 -0.3
C 1.083714 3.958308 -1.101040 2.0 1.3 -1.2
C 0.499183 4.690994 -0.099536 -0.5 1.5 0.5
C -0.585390 4.253410 0.641230 0.2 -1.3 0.8
C -0.973678 2.930436 0.496841 -0.9 0.3 -0.8
Br -2.502278 2.256742 1.469282 0.2 0.8 -0.2
H 2.563724 -2.748301 0.054234 -0.7 -0.8 -1.2
H 3.827100 -1.665434 0.508192 0.1 0.0 0.2
H 2.655070 -2.288770 1.721193 -0.3 0.8 -0.7
H 3.845735 0.889880 1.239887 -1.2 -0.1 0.7
H 3.431529 2.714024 3.117620 -1.2 -2.4 -0.9
H -0.719344 1.456858 3.314952 0.5 0.0 0.1
H -2.984670 -0.995844 -1.910731 0.2 1.5 -0.6
H -3.305793 -2.478207 -1.363718 1.4 -0.1 0.5
H -0.567217 -1.668373 -2.828459 -0.5 0.8 0.1
H 0.278281 -3.915634 -2.433229 1.3 -0.3 -1.6
H -0.890672 -4.246394 -1.318644 -0.7 0.1 0.2
H 0.163848 -2.871193 -1.045791 -0.3 -0.4 -0.6
H -2.664194 -3.804744 -3.703589 0.6 1.7 0.2
H -1.378637 -3.000511 -4.580420 -0.3 0.3 0.0
H -2.813843 -2.043625 -4.149826 -0.1 0.4 0.1
H -1.416019 0.661099 -1.831786 0.0 0.3 0.0
H 1.036963 2.037284 -1.961166 0.6 -0.6 -1.2
H 1.925548 4.386453 -1.805325 -1.8 -0.9 1.8
H 0.831169 5.682136 0.113411 0.3 0.6 -0.1
H -1.083964 4.807746 1.424239 0.3 0.4 -0.1



| no. | total energy (eV) |
| --- | --- |
| 1 | -22920.1205 |
| 2 | -9926.9202 |
| 3 | -8929.5649 |
| 4 | -6851.9525 |
| 5 | -78766.2735 |
| 6 | -11391.3201 |
| 7 | -80452.3447 |
| 8 | -181328.0962 |